No. 1
{
  "formula": "C16H31F3P2Ti",
  "method": "ωB97M-V with the def2-TZVPD basis set",
  "s_squared": 2.045,
  "orbital_gap_ha": [0.1629, 0.1572],
  "total_charge": 0,
  "spin_multiplicity": 3,
  "homo_ev": [-4.14, -4.05],
  "elements": ["P", "P", "C", "C", "H", "H", "H", "H", "C", "H", "H", "H", "C", "H", "H", "H", "C", "H", "H", "H", "C", "H", "H", "H", "Ti", "C", "C", "C", "C", "C", "C", "C", "C", "C", "H", "H", "H", "H", "H", "H", "H", "H", "H", "H", "H", "H", "H", "H", "H", "F", "C", "F", "F"],
  "positions_angstrom": [[0.09, -2.25, 1.66], [-0.38, 2.10, 1.66], [-0.47, -0.80, 0.56], [0.12, 0.64, 0.43], [-1.57, -0.72, 0.54], [-0.14, -1.20, -0.40], [1.25, 0.56, 0.27], [-0.41, 1.26, -0.28], [-2.15, 2.44, 1.46], [-2.54, 2.88, 2.38], [-2.73, 1.53, 1.27], [-2.40, 3.15, 0.66], [0.64, 3.55, 1.22], [0.22, 4.18, 0.41], [1.66, 3.26, 0.92], [0.72, 4.20, 2.11], [-1.20, -3.49, 1.57], [-1.19, -4.10, 2.48], [-1.12, -4.18, 0.72], [-2.19, -3.00, 1.51], [1.70, -2.84, 1.00], [2.54, -2.20, 1.29], [1.74, -2.96, -0.10], [1.89, -3.84, 1.43], [0.93, 0.10, 2.17], [0.77, 1.54, -2.27], [-0.58, 1.57, -2.18], [-1.48, 0.86, -3.15], [-1.07, -0.60, -3.53], [-0.41, -1.40, -2.45], [0.93, -1.37, -2.26], [1.84, -0.59, -3.21], [1.43, 0.87, -3.45], [0.17, -1.64, 3.42], [1.41, 1.97, -1.49], [-1.13, 2.25, -1.53], [-1.57, 1.45, -4.08], [-2.48, 0.80, -2.72], [-1.99, -1.11, -3.86], [-0.47, -0.58, -4.45], [-1.06, -2.05, -1.84], [1.48, -2.02, -1.58], [1.88, -1.11, -4.19], [2.84, -0.59, -2.79], [2.32, 1.42, -3.76], [0.79, 0.92, -4.35], [0.96, -0.98, 3.95], [0.59, -2.64, 3.70], [-0.78, -1.50, 3.95], [0.38, 2.80, 4.02], [0.22, 1.41, 3.91], [1.08, 0.96, 4.89], [-1.07, 1.09, 4.39]]
}



No. 2
{
  "formula": "C16H31FNO",
  "method": "ωB97M-V with the def2-TZVPD basis set",
  "de_lowest_kcal_mol": 167.9,
  "s_squared": 0.755,
  "orbital_gap_ha": [0.3607, 0.3460],
  "total_charge": 0,
  "spin_multiplicity": 2,
  "homo_ev": [-9.10, -9.82],
  "elements": ["C", "C", "C", "C", "C", "C", "C", "C", "F", "C", "C", "C", "C", "N", "O", "C", "C", "C", "C", "H", "H", "H", "H", "H", "H", "H", "H", "H", "H", "H", "H", "H", "H", "H", "H", "H", "H", "H", "H", "H", "H", "H", "H", "H", "H", "H", "H", "H", "H", "H"],
  "positions_angstrom": [[4.53, -0.05, 2.51], [3.67, 0.01, 1.09], [4.54, 0.94, 0.04], [2.21, 0.75, 1.41], [1.02, -0.37, 1.45], [-0.07, -0.23, 0.18], [0.78, -0.68, -1.16], [1.18, -2.28, -1.20], [1.74, -2.60, -2.56], [-0.65, 1.29, 0.13], [-2.10, 1.49, -0.59], [-2.00, 1.74, -2.24], [-2.69, 2.94, 0.00], [-3.15, 0.47, -0.24], [-3.65, 0.71, 1.01], [-2.68, -0.96, -0.32], [-2.58, -1.58, -1.85], [-3.86, -1.87, 0.44], [-1.30, -1.25, 0.57], [5.67, -0.36, 2.33], [4.54, 1.02, 3.01], [3.99, -0.76, 3.27], [3.54, -1.08, 0.67], [5.18, 1.71, 0.70], [5.25, 0.32, -0.66], [3.87, 1.60, -0.68], [2.32, 1.17, 2.51], [2.09, 1.59, 0.60], [0.46, -0.30, 2.50], [1.54, -1.44, 1.46], [1.82, -0.10, -1.22], [0.24, -0.46, -2.17], [2.04, -2.42, -0.42], [0.27, -3.00, -1.06], [0.13, 1.92, -0.52], [-0.66, 1.85, 1.19], [-1.82, 2.89, -2.50], [-1.18, 1.09, -2.76], [-3.10, 1.52, -2.64], [-2.19, 3.84, -0.57], [-2.49, 3.06, 1.15], [-3.85, 3.01, -0.22], [-2.16, -2.69, -1.72], [-1.83, -1.02, -2.56], [-3.66, -1.71, -2.32], [-4.92, -1.53, 0.04], [-3.76, -1.83, 1.60], [-3.67, -2.98, 0.02], [-1.61, -0.97, 1.69], [-1.01, -2.39, 0.60]]
}



No. 3
{
  "formula": "C16H31GaNO2",
  "method": "ωB97M-V with the def2-TZVPD basis set",
  "orbital_gap_ha": 0.2797,
  "total_charge": -1,
  "spin_multiplicity": 1,
  "homo_ev": -4.70,
  "elements": ["C", "C", "O", "C", "Ga", "C", "O", "C", "C", "C", "C", "C", "C", "H", "H", "H", "H", "H", "H", "H", "H", "H", "H", "H", "H", "H", "H", "H", "H", "C", "C", "N", "C", "C", "C", "C", "H", "H", "H", "H", "H", "H", "H", "H", "H", "H", "H", "H", "H", "H", "H"],
  "positions_angstrom": [[-0.53, 3.58, -3.05], [-0.09, 2.06, -2.75], [-0.20, 1.33, -4.01], [-1.01, 1.32, -1.66], [-0.25, 1.45, 0.29], [1.82, 1.37, 0.24], [2.52, 2.54, 0.79], [2.25, 3.72, 0.07], [3.02, 4.20, -1.19], [2.66, 5.53, -1.93], [1.50, 6.42, -1.38], [0.74, 6.02, -0.10], [1.12, 4.69, 0.58], [0.27, 4.08, -3.70], [-1.50, 3.51, -3.68], [-0.70, 4.20, -2.09], [0.99, 2.06, -2.41], [-1.15, 1.16, -4.18], [-2.08, 1.73, -1.69], [-1.09, 0.19, -1.86], [-0.85, 2.73, 1.04], [-0.80, 0.13, 1.08], [2.16, 1.08, -0.82], [2.12, 0.47, 0.91], [3.88, 3.59, -1.63], [3.23, 5.88, -2.86], [1.22, 7.39, -1.93], [-0.11, 6.66, 0.31], [0.59, 4.33, 1.54], [-0.75, -6.51, 2.70], [-1.57, -5.34, 2.16], [-0.98, -4.04, 2.42], [-1.88, -2.92, 2.14], [-2.31, -2.72, 0.69], [0.40, -3.85, 1.97], [0.69, -4.04, 0.48], [-0.57, -6.41, 3.78], [-1.29, -7.45, 2.54], [0.21, -6.61, 2.20], [-2.55, -5.39, 2.65], [-1.74, -5.50, 1.09], [-1.44, -2.00, 2.51], [-2.79, -3.07, 2.74], [-1.52, -2.27, 0.09], [-3.16, -2.03, 0.65], [-2.63, -3.65, 0.21], [1.04, -4.53, 2.53], [0.75, -2.85, 2.27], [0.19, -4.92, 0.06], [1.76, -4.17, 0.33], [0.39, -3.16, -0.10]]
}



No. 4
{
  "formula": "C16H31N3O2",
  "method": "ωB97M-V with the def2-TZVPD basis set",
  "de_lowest_kcal_mol": 518.9,
  "orbital_gap_ha": 0.3070,
  "total_charge": 0,
  "spin_multiplicity": 1,
  "homo_ev": -7.63,
  "elements": ["C", "H", "C", "H", "H", "O", "C", "O", "N", "H", "C", "H", "H", "C", "C", "C", "C", "N", "C", "C", "H", "H", "H", "H", "H", "C", "C", "H", "H", "H", "H", "H", "H", "H", "N", "C", "C", "H", "H", "H", "H", "H", "C", "C", "H", "H", "H", "H", "H", "H", "H", "H"],
  "positions_angstrom": [[-3.41, -3.42, 3.13], [-4.36, -2.97, 2.76], [-2.44, -3.57, 2.19], [-2.61, -4.13, 1.35], [-1.37, -3.70, 2.75], [-1.88, -2.21, 1.47], [-0.95, -1.45, 2.14], [-0.73, -1.60, 3.24], [-1.11, -0.13, 1.52], [-1.39, -0.18, 0.67], [-0.18, 0.69, 1.77], [-0.55, 1.84, 1.62], [0.20, 0.79, 3.14], [1.23, 0.46, 1.13], [0.96, 0.63, -0.23], [0.88, 0.48, -1.51], [0.58, 0.49, -2.75], [-0.78, 1.02, -3.13], [-1.33, 1.20, -4.47], [-1.36, -0.10, -5.45], [-2.33, -0.43, -5.07], [-0.50, -0.78, -5.48], [-1.57, 0.21, -6.49], [-1.99, 1.76, -4.69], [-0.61, 1.95, -4.96], [-2.00, 0.50, -2.22], [-1.90, -0.92, -1.98], [-1.30, -1.41, -1.64], [-2.04, -1.52, -3.12], [-2.84, -1.28, -1.44], [-3.01, 0.90, -2.73], [-1.87, 1.13, -1.26], [0.51, -0.61, -3.20], [1.26, 1.17, -3.34], [2.34, 1.53, 1.62], [2.01, 2.73, 1.05], [2.77, 3.33, -0.11], [2.71, 2.32, -1.05], [3.94, 3.14, -0.09], [2.61, 4.16, -0.65], [2.67, 3.37, 1.99], [1.22, 2.93, 0.80], [3.68, 1.02, 1.79], [4.43, 0.33, 0.70], [5.21, -0.01, 0.89], [3.69, -0.62, 0.49], [4.51, 0.92, -0.05], [3.62, 0.21, 2.85], [4.08, 1.84, 2.19], [1.66, -0.46, 1.31], [-3.77, -4.29, 3.52], [-3.19, -2.67, 3.93]]
}



No. 5
{
  "formula": "C16H31NOP2Sn",
  "method": "ωB97M-V with the def2-TZVPD basis set",
  "de_lowest_kcal_mol": 25.2,
  "orbital_gap_ha": [0.2628, 0.2560],
  "total_charge": 2,
  "spin_multiplicity": 1,
  "homo_ev": [-13.94, -13.94],
  "elements": ["P", "P", "C", "C", "H", "H", "H", "H", "C", "H", "H", "H", "C", "H", "H", "H", "C", "H", "H", "H", "C", "H", "H", "H", "Sn", "C", "C", "C", "C", "C", "C", "C", "C", "C", "H", "H", "H", "H", "H", "H", "H", "H", "H", "H", "H", "H", "H", "H", "H", "O", "C", "N"],
  "positions_angstrom": [[-1.08, 0.10, -2.03], [1.23, -1.87, 0.17], [0.08, -1.26, -2.34], [0.18, -2.31, -1.24], [1.05, -0.81, -2.60], [-0.30, -1.73, -3.26], [-0.81, -2.64, -0.89], [0.67, -3.19, -1.68], [2.80, -2.77, -0.10], [3.42, -2.68, 0.81], [3.33, -2.34, -0.96], [2.57, -3.84, -0.28], [0.56, -2.60, 1.67], [0.83, -3.66, 1.79], [-0.54, -2.60, 1.50], [0.88, -2.04, 2.56], [-0.95, 1.02, -3.62], [-1.62, 1.90, -3.58], [-1.25, 0.35, -4.45], [0.09, 1.35, -3.76], [-2.77, -0.55, -2.00], [-2.77, -1.54, -1.54], [-3.13, -0.62, -3.03], [-3.42, 0.13, -1.43], [-2.01, -1.30, 2.91], [1.92, 0.00, 0.10], [2.05, 0.88, -1.04], [2.29, 2.31, -0.69], [1.00, 3.21, -0.49], [-0.17, 2.68, -1.14], [-0.80, 1.46, -0.81], [-0.47, 0.67, 0.57], [0.95, 0.64, 1.12], [-2.78, 0.78, 3.24], [2.92, -0.23, 0.54], [2.44, 0.50, -1.99], [2.89, 2.78, -1.49], [2.88, 2.37, 0.24], [0.87, 3.39, 0.58], [1.23, 4.18, -0.95], [-0.73, 3.35, -1.79], [-1.89, 1.71, -0.68], [-0.80, -0.39, 0.42], [-1.17, 1.06, 1.33], [1.23, 1.66, 1.37], [0.95, 0.11, 2.08], [-3.61, 0.58, 3.95], [-3.13, 1.22, 2.30], [-2.01, 1.42, 3.71], [-0.98, 0.58, 6.44], [-1.04, -0.26, 5.64], [-1.08, -1.15, 4.82]]
}



No. 6
{
  "formula": "C16H31NP2PtS",
  "method": "ωB97M-V with the def2-TZVPD basis set",
  "de_lowest_kcal_mol": 14.7,
  "s_squared": 6.035,
  "orbital_gap_ha": [0.1651, 0.1519],
  "total_charge": 2,
  "spin_multiplicity": 5,
  "homo_ev": [-10.58, -14.29],
  "elements": ["P", "P", "C", "C", "H", "H", "H", "H", "C", "H", "H", "H", "C", "H", "H", "H", "C", "H", "H", "H", "C", "H", "H", "H", "Pt", "C", "C", "C", "C", "C", "C", "C", "C", "C", "H", "H", "H", "H", "H", "H", "H", "H", "H", "H", "H", "H", "H", "H", "H", "S", "C", "N"],
  "positions_angstrom": [[0.26, -1.64, 0.99], [-0.13, 1.82, 1.97], [0.19, -0.10, -0.05], [0.53, 1.32, 0.39], [-0.79, -0.11, -0.52], [0.93, -0.32, -0.82], [1.60, 1.54, 0.35], [0.03, 2.03, -0.27], [-1.79, 2.54, 1.82], [-2.00, 3.11, 2.74], [-2.54, 1.74, 1.67], [-1.78, 3.22, 0.96], [1.03, 3.10, 2.49], [0.96, 3.90, 1.75], [2.04, 2.66, 2.50], [0.75, 3.47, 3.49], [-0.93, -2.97, 0.65], [-0.87, -3.69, 1.48], [-0.69, -3.49, -0.29], [-1.95, -2.58, 0.61], [1.87, -2.42, 0.72], [2.67, -1.66, 0.77], [1.88, -2.92, -0.26], [2.02, -3.17, 1.51], [-0.07, -0.32, 2.71], [0.49, 1.39, -2.44], [-0.86, 1.43, -2.28], [-1.84, 0.67, -3.11], [-1.45, -0.78, -3.50], [-0.69, -1.54, -2.45], [0.66, -1.64, -2.44], [1.57, -0.81, -3.30], [1.21, 0.68, -3.54], [0.06, -1.94, 3.96], [1.16, 2.04, -1.86], [-1.33, 2.17, -1.62], [-2.04, 1.25, -4.02], [-2.80, 0.63, -2.58], [-2.39, -1.34, -3.67], [-0.92, -0.78, -4.45], [-1.31, -2.14, -1.77], [1.16, -2.45, -1.90], [1.66, -1.30, -4.29], [2.59, -0.84, -2.88], [2.16, 1.23, -3.67], [0.66, 0.79, -4.48], [0.89, -1.69, 4.64], [0.23, -2.89, 3.43], [-0.90, -1.92, 4.50], [-0.42, 2.46, 6.61], [-0.39, 1.51, 5.34], [-0.38, 0.74, 4.42]]
}



No. 7
{
  "formula": "C16H31NP2PtSe",
  "method": "ωB97M-V with the def2-TZVPD basis set",
  "de_lowest_kcal_mol": 0.0,
  "s_squared": 6.041,
  "orbital_gap_ha": [0.2183, 0.1693],
  "total_charge": 2,
  "spin_multiplicity": 5,
  "homo_ev": [-10.97, -13.74],
  "elements": ["P", "P", "C", "C", "H", "H", "H", "H", "C", "H", "H", "H", "C", "H", "H", "H", "C", "H", "H", "H", "C", "H", "H", "H", "Pt", "C", "C", "C", "C", "C", "C", "C", "C", "C", "H", "H", "H", "H", "H", "H", "H", "H", "H", "H", "H", "H", "H", "H", "H", "Se", "C", "N"],
  "positions_angstrom": [[-0.13, -1.84, -1.59], [0.10, 1.92, -1.58], [-0.45, -0.59, -2.90], [0.37, 0.72, -2.96], [-1.54, -0.37, -2.90], [-0.24, -1.14, -3.84], [1.45, 0.50, -3.00], [0.08, 1.28, -3.86], [-1.52, 2.61, -2.08], [-1.85, 3.33, -1.31], [-2.27, 1.81, -2.15], [-1.43, 3.12, -3.05], [1.30, 3.26, -1.90], [1.00, 3.82, -2.80], [2.30, 2.85, -2.03], [1.30, 3.94, -1.04], [-1.19, -3.23, -2.09], [-1.17, -4.00, -1.30], [-0.86, -3.69, -3.03], [-2.23, -2.91, -2.20], [1.57, -2.36, -1.87], [2.26, -1.51, -1.88], [1.65, -2.88, -2.84], [1.90, -3.04, -1.07], [0.19, -0.75, 3.06], [0.66, 1.99, 1.65], [-0.58, 1.41, 1.85], [-1.60, 0.83, 0.86], [-1.80, -0.67, 0.52], [-0.61, -1.57, 0.09], [0.61, -1.15, 0.92], [1.30, 0.02, 0.29], [1.82, 1.17, 1.15], [0.22, -2.37, 4.18], [0.92, 2.91, 2.18], [-1.12, 1.75, 2.75], [-1.51, 1.42, -0.06], [-2.57, 1.13, 1.28], [-2.18, -1.18, 1.43], [-2.63, -0.70, -0.21], [-0.92, -2.61, 0.36], [1.30, -1.99, 1.08], [0.51, 0.48, -0.38], [2.11, -0.32, -0.37], [2.44, 0.76, 1.96], [2.48, 1.81, 0.52], [1.08, -2.30, 4.87], [0.28, -3.28, 3.56], [-0.73, -2.33, 4.73], [-0.13, 2.21, 6.94], [0.00, 1.22, 5.50], [0.09, 0.50, 4.55]]
}



No. 8
{
  "formula": "C16H31NP2PtSe",
  "method": "ωB97M-V with the def2-TZVPD basis set",
  "de_lowest_kcal_mol": 66.1,
  "s_squared": 6.062,
  "orbital_gap_ha": [0.2140, 0.1880],
  "total_charge": 2,
  "spin_multiplicity": 5,
  "homo_ev": [-13.08, -14.75],
  "elements": ["P", "P", "C", "C", "H", "H", "H", "H", "C", "H", "H", "H", "C", "H", "H", "H", "C", "H", "H", "H", "C", "H", "H", "H", "Pt", "C", "C", "C", "C", "C", "C", "C", "C", "C", "H", "H", "H", "H", "H", "H", "H", "H", "H", "H", "H", "H", "H", "H", "H", "Se", "C", "N"],
  "positions_angstrom": [[1.38, 0.70, -1.42], [-1.79, -1.35, -0.32], [0.27, -1.05, -2.25], [-1.23, -1.26, -2.10], [0.84, -1.89, -1.80], [0.53, -0.96, -3.32], [-1.80, -0.41, -2.50], [-1.57, -2.19, -2.60], [-1.99, -3.16, -0.08], [-1.82, -3.50, 0.95], [-1.26, -3.68, -0.74], [-3.00, -3.46, -0.38], [-3.43, -0.53, -0.24], [-4.16, -1.02, -0.89], [-3.28, 0.49, -0.64], [-3.78, -0.42, 0.81], [2.90, 0.02, -2.17], [3.70, 0.74, -1.92], [2.84, -0.06, -3.26], [3.20, -0.96, -1.78], [0.54, 1.80, -2.66], [-0.53, 1.92, -2.47], [0.73, 1.40, -3.66], [1.07, 2.78, -2.49], [2.05, 2.66, -0.52], [-1.51, -1.31, 2.15], [-0.28, -1.88, 2.40], [0.66, -2.43, 1.39], [1.41, -1.27, 0.74], [0.56, -0.15, 0.26], [-0.92, 0.07, 0.13], [-1.34, 1.02, 1.27], [-1.66, 0.17, 2.48], [2.58, 4.55, 0.03], [-2.43, -1.86, 2.42], [0.04, -1.84, 3.46], [0.19, -3.09, 0.66], [1.42, -3.03, 1.91], [2.05, -0.80, 1.51], [2.12, -1.68, -0.01], [0.86, 0.70, 0.90], [-1.15, 0.71, -0.76], [-2.16, 1.69, 0.99], [-0.49, 1.70, 1.49], [-0.99, 0.46, 3.31], [-2.69, 0.40, 2.79], [1.87, 5.12, 0.66], [2.90, 5.12, -0.85], [3.45, 4.25, 0.66], [1.59, 1.69, 4.28], [1.70, 2.41, 2.67], [1.80, 2.67, 1.51]]
}